<i>
Molecular formula: C9H10O2
Method: DFT, ωB97M-V/def2-TZVPD

For the HOMO energy, the calculation gives -8.70 eV. The value obtained for the HOMO-LUMO gap is 9.171 eV. For the LUMO energy, the calculation gives 0.5 eV. The total charge is 0. Its structure (SMILES) is CC(=O)c1c(C)cccc1O.

```
21
C9H10O2 (ωB97M-V/def2-TZVPD)
C 2.19305 -0.10053 1.13915
C 1.79574 0.28549 -0.26664
O 2.61822 0.49561 -1.13649
C 0.38867 -0.09770 -0.54257
C -0.64679 0.85689 -0.47099
C -0.42099 2.39380 -0.43480
C -2.02912 0.58711 -0.06797
C -2.34415 -0.76793 -0.06464
C -1.32191 -1.70418 -0.13537
C -0.01898 -1.49577 -0.57375
O 0.98641 -2.35097 -0.69717
H 1.37871 0.04207 1.71561
H 3.08606 0.42353 1.58222
H 2.37291 -1.21434 1.14117
H -0.85230 2.63327 0.57347
H 0.65328 2.68891 -0.46446
H -1.05602 2.91974 -1.20098
H -2.59770 1.51576 0.16841
H -3.33292 -1.01851 0.18092
H -1.50202 -2.82891 -0.12138
H 0.64986 -3.26333 -0.32376
```

Here are the Löwdin charges for atoms 1 to 2, given in e:
1. C 0.009
2. C -0.405


<ii>
Molecular formula: C9H10O2
Method: DFT, ωB97M-V/def2-TZVPD

For the HOMO energy, the calculation gives -8.79 eV. The value obtained for the HOMO-LUMO gap is 8.976 eV. For the LUMO energy, the calculation gives 0.2 eV. The total charge is 0. Its structure (SMILES) is CCc1ccc(O)c(C=O)c1.

```
21
C9H10O2 (ωB97M-V/def2-TZVPD)
C -3.16933 0.60275 0.64352
C -2.13077 0.27581 -0.69562
C -0.64133 -0.16141 -0.37844
C -0.25097 -1.44955 -0.06179
C 1.10368 -1.84249 -0.05048
C 2.16412 -0.86251 -0.12683
O 3.50841 -1.04879 0.09907
C 1.69433 0.48534 -0.19455
C 2.53704 1.69988 0.23045
O 2.18643 2.82526 -0.04618
C 0.44170 0.65656 -0.57605
H -2.66794 1.16540 1.53905
H -4.01116 1.38274 0.32496
H -3.47977 -0.37692 1.25918
H -2.02255 1.07149 -1.32073
H -2.73878 -0.47522 -1.18134
H -1.03901 -2.20306 0.24933
H 1.21806 -2.80441 0.63745
H 3.60266 -1.98814 -0.14914
H 3.43793 1.41949 0.72475
H 0.25724 1.62778 -0.92662
```

Here are the Löwdin charges for atoms 1 to 2, given in e:
1. C -0.103
2. C -0.115


Referenced to the most stable arrangement, the calculated values in hartree are <i> 0.0000; <ii> 0.0388.